Entry 1:
Density functional theory data (the ωB97M-V functional and the def2-TZVPD basis) for a single C3H7NO2 molecule at a distorted geometry.

Structure (XYZ):
```
13
Properties=species:S:1:pos:R:3
N 0.6387 2.0611 -0.2754
C 0.5308 0.9707 -1.0235
O 1.4974 0.0969 -0.7192
C 0.4921 -1.0290 -0.5245
C -0.9474 -0.9623 0.0985
O -1.0242 -0.5056 1.4284
H -0.0486 2.7690 -0.4669
H 1.5116 2.3256 0.1719
H 1.0843 -1.6082 0.1654
H 0.3766 -1.4654 -1.5160
H -1.6743 -0.4464 -0.5446
H -1.2508 -2.0233 0.1413
H -1.0135 0.4588 1.4068
```

Results
- 2S+1: 1
- Energy relative to the best compared isomer or geometry (same formula, charge and spin): 390.3 kJ/mol
- Charge: 0
- Energy: -8806.4833 eV
- HOMO-LUMO gap: 9.323 eV

Entry 2:
Density functional theory data (the ωB97M-V functional and the def2-TZVPD basis) for a molecular structure, C27H20F12N3O3PtSe at a distorted geometry.

Structure (XYZ):
```
67
Properties=species:S:1:pos:R:3
Pt -1.1264 0.1766 0.1601
C 4.8266 2.8256 2.7108
C 3.7230 2.1326 1.9720
C 3.8968 1.7000 0.6607
C 2.9064 0.9915 0.0289
C 1.6842 0.6784 0.6598
N 0.7864 -0.1139 -0.0152
C 1.2428 -1.2020 -0.7072
C 2.3890 -1.8894 -0.2626
C 2.8397 -3.0330 -0.8768
C 2.1531 -3.5757 -1.9548
C 2.6389 -4.8073 -2.6565
C 1.0139 -2.9150 -2.3996
C 0.5581 -1.7384 -1.8211
C -0.5031 -0.9000 -2.5341
O -1.2782 -0.0213 -1.8598
C -1.4891 -1.8073 -3.3307
F -1.9049 -2.8506 -2.6043
F -2.5775 -1.1402 -3.7037
F -0.9951 -2.3270 -4.4764
C 0.3256 -0.0547 -3.5566
F 1.0767 0.8401 -2.9032
F 1.1865 -0.7688 -4.3131
F -0.4303 0.6272 -4.4188
C 1.4613 1.2292 1.9390
C 2.4916 1.9188 2.5682
C 0.1262 1.1370 2.6747
O -0.8093 0.2754 2.2099
C -0.4902 2.5743 2.6893
F -1.0701 2.8259 1.5103
F -1.4165 2.7204 3.6444
F 0.3774 3.5828 2.8897
C 0.3559 0.7051 4.1556
F 1.2860 -0.2570 4.2651
F 0.7518 1.6844 4.9900
F -0.7589 0.2030 4.6864
H 5.7863 2.3627 2.4846
H 4.8760 3.8757 2.4237
H 4.6477 2.7743 3.7814
H 4.8245 1.9122 0.1476
H 3.0470 0.6611 -0.9887
H 2.9243 -1.4997 0.5893
H 3.7333 -3.5165 -0.5071
H 3.4434 -5.2746 -2.0924
H 1.8271 -5.5187 -2.7867
H 3.0204 -4.5465 -3.6438
H 0.5018 -3.3499 -3.2407
H 2.3406 2.3125 3.5603
C -0.8458 -3.2430 1.4991
O -1.8315 -2.2665 1.2648
H -1.1594 -3.9260 2.3007
H 0.1282 -2.8118 1.7599
H -0.7361 -3.8116 0.5748
H -1.8852 -1.6827 2.0345
Se -3.4549 1.0074 2.2241
N -3.0605 0.6084 0.4551
C -3.8672 1.3856 -0.3193
C -3.9673 1.3252 -1.7053
C -4.7890 2.2266 -2.3718
C -5.5214 3.1792 -1.6763
C -5.4820 3.2265 -0.2939
C -4.6918 2.3088 0.4077
N -4.6355 2.2423 1.7462
H -3.3924 0.5931 -2.2464
H -4.8528 2.1751 -3.4489
H -6.1463 3.8757 -2.2179
H -6.0290 3.9685 0.2656
```

Results
- 2S+1: 3
- Charge: -1
- Energy: -140141.3593 eV
- HOMO-LUMO gap (alpha / beta): 5.040 / 4.755 eV

Entry 3:
Density functional theory data (the ωB97M-V functional and the def2-TZVPD basis) for a molecular structure, C24H32N4O6 at a distorted geometry.

Structure (XYZ):
```
66
Properties=species:S:1:pos:R:3
N -2.2198 1.3314 3.2838
C -3.2206 1.3689 2.3690
C -3.8916 0.3018 1.8566
C -3.5043 -0.9767 2.3045
C -2.5825 -1.1354 3.2943
C -2.0031 0.0410 3.7528
H -3.4318 2.2812 1.8309
H -4.6975 0.3981 1.1441
H -3.9336 -1.8971 1.9371
H -2.3933 -2.1023 3.7367
H -1.2167 -0.0911 4.4811
N 1.6431 2.6700 0.8725
C 2.7704 3.1493 1.3825
C 3.2768 4.3499 0.9339
C 2.4712 5.1751 0.1817
C 1.2120 4.7662 -0.1677
C 0.8778 3.4506 0.0769
H 3.3984 2.3821 1.8108
H 4.2784 4.6899 1.1520
H 2.9294 6.1269 -0.0431
H 0.4928 5.4089 -0.6536
H -0.1024 3.0944 -0.2038
C -2.6126 -1.8267 -2.8458
C -3.0649 -2.0919 -1.4566
O -2.5321 -3.3665 -1.3203
C -2.5213 -3.9302 -2.5284
O -2.2280 -5.1535 -2.6133
O -2.6739 -3.0814 -3.4656
H -1.5936 -1.4402 -2.8681
H -3.3048 -1.1362 -3.3275
H -4.0920 -2.0494 -1.0944
H -2.4724 -1.3682 -0.8969
C 3.6789 1.1651 0.4323
C 3.8713 -0.2756 0.0425
O 3.0407 -0.4620 -1.0901
C 2.4758 0.7406 -1.4315
O 1.7173 0.9865 -2.3120
O 2.9851 1.6558 -0.6498
H 4.6106 1.6650 0.6972
H 3.0123 1.3104 1.2824
H 3.8284 -1.0090 0.8478
H 4.8311 -0.4730 -0.4350
C 0.3862 -0.8008 -1.9176
C -0.1401 -2.2749 -1.9970
C 0.8638 -3.3756 -1.7013
C 2.2165 -3.2555 -2.2619
N 3.2509 -3.1261 -2.7229
H 1.1487 -0.4743 -2.6248
H 0.6751 -0.5041 -0.9094
H -0.4452 -0.1793 -2.2502
H -0.6013 -2.4164 -2.9745
H -1.0032 -2.4007 -1.3432
H 0.3325 -4.2885 -1.9705
H 1.1141 -3.4640 -0.6441
C 1.1310 0.3916 1.2495
C -0.2355 -0.2592 1.5831
C -1.5677 -0.2002 0.7968
C -1.9806 1.0919 0.3954
N -2.3294 2.1352 0.0733
H 1.7929 0.2476 2.1035
H 1.0838 1.4313 0.9255
H 1.6600 -0.0828 0.4229
H -0.4234 0.0445 2.6129
H -0.0645 -1.3330 1.6586
H -2.3714 -0.7375 1.3001
H -1.6022 -0.8123 -0.1045
```

Results
- 2S+1: 1
- Energy relative to the best compared isomer or geometry (same formula, charge and spin): 1618.1 kJ/mol
- Charge: 0
- Energy: -43639.5592 eV
- HOMO-LUMO gap: 8.415 eV

Entry 4:
Density functional theory data (the ωB97M-V functional and the def2-TZVPD basis) for 3 unconnected molecules or ions with the total composition C33H70BrNO12P2S at a distorted geometry.

Structure (XYZ):
```
120
Properties=species:S:1:pos:R:3
C 5.1903 1.6616 2.5013
C 4.4350 1.0510 1.2992
C 4.7601 -0.4407 1.2256
C 4.2225 -1.1669 -0.0233
C 3.4338 -2.4608 0.3582
C 1.9056 -2.3184 0.3527
C 1.4118 -1.0621 1.1005
C 1.5482 -1.2387 2.6435
C 0.1796 -1.0389 3.3327
C -0.5842 -2.3544 3.6257
C -1.7215 -2.6632 2.6256
C -3.0395 -1.9608 3.0846
C -3.4249 -0.9190 2.0135
C -3.9709 -1.6704 0.7872
N -4.9791 -2.7182 1.1131
C -4.4213 -4.0630 0.9342
C -6.1834 -2.5504 0.3488
C -6.4315 -3.3123 -0.9539
O -7.0739 -1.8104 0.7419
O -4.5437 -0.8757 -0.2700
S -3.7532 0.4851 -0.7016
O -2.3569 0.1325 -0.8043
O -3.9415 1.5444 0.5244
C -4.9201 1.1490 1.5167
C -4.2745 0.2645 2.5754
C -5.4585 -0.3831 3.3742
C -6.5522 0.6444 3.8133
C -7.8465 0.4135 3.0429
Br -9.3934 1.2132 3.9355
C -3.4056 1.0179 3.6328
C -3.0583 2.4934 3.3850
C -1.8369 2.6996 2.4388
C -1.9744 3.8840 1.4852
C -2.4372 5.2017 2.1339
H 6.2444 1.8126 2.2748
H 5.1126 0.9520 3.3296
H 4.7118 2.5827 2.8342
H 3.3746 1.2351 1.4953
H 4.6906 1.5844 0.3822
H 5.8499 -0.5347 1.2293
H 4.4079 -0.9032 2.1501
H 3.5402 -0.5530 -0.6150
H 5.0504 -1.4845 -0.6559
H 3.7569 -2.7413 1.3645
H 3.7449 -3.2680 -0.3088
H 1.5129 -3.1694 0.9172
H 1.4921 -2.2971 -0.6582
H 0.3448 -0.9537 0.8899
H 1.8959 -0.1575 0.7390
H 1.9351 -2.2210 2.9179
H 2.2651 -0.4919 2.9920
H -0.4137 -0.2903 2.8036
H 0.4119 -0.5910 4.3062
H -0.9582 -2.2860 4.6496
H 0.1541 -3.1600 3.6362
H -1.8161 -3.7489 2.5858
H -1.3874 -2.2787 1.6615
H -3.8433 -2.6686 3.2764
H -2.7925 -1.4883 4.0317
H -2.4636 -0.4885 1.7164
H -3.1347 -2.2173 0.3400
H -3.6997 -4.3057 1.7072
H -5.2420 -4.7735 1.0552
H -4.0078 -4.2206 -0.0670
H -7.1913 -4.0703 -0.7589
H -6.8786 -2.5932 -1.6346
H -5.5414 -3.7713 -1.3732
H -5.8082 0.7015 1.0686
H -5.2776 2.0785 1.9526
H -5.0582 -0.7846 4.3022
H -5.9623 -1.1517 2.7921
H -6.7929 0.4328 4.8569
H -6.2107 1.6794 3.7885
H -8.0458 -0.6543 3.0512
H -7.8089 0.7141 1.9998
H -3.9226 0.9764 4.5947
H -2.4507 0.5189 3.8093
H -3.8959 3.1313 3.1059
H -2.7191 2.8803 4.3516
H -0.9314 2.7920 3.0424
H -1.7264 1.7682 1.8760
H -2.6187 3.6778 0.6323
H -0.9840 4.0841 1.0635
H -2.9129 5.8030 1.3551
H -3.1829 5.0828 2.9192
H -1.6225 5.8097 2.5287
C 9.0644 -1.8971 -6.0122
O 9.0973 -1.6441 -4.5889
P 7.8786 -0.7111 -3.8735
O 8.8680 0.0417 -3.0373
O 7.2302 -1.9519 -3.0525
C 6.5507 -2.9775 -3.7769
O 6.5989 0.3008 -3.5223
C 6.5495 1.5631 -4.2147
H 10.0592 -1.7173 -6.4167
H 8.7914 -2.9384 -6.1954
H 8.3577 -1.2488 -6.5322
H 7.2162 -3.8327 -3.9095
H 6.2109 -2.6342 -4.7580
H 5.6831 -3.2913 -3.1997
H 6.4687 1.4055 -5.2893
H 7.4376 2.1563 -3.9914
H 5.6641 2.0940 -3.8784
C 0.3927 2.1140 -6.9168
O 1.6164 1.6739 -6.2797
P 2.1297 2.4166 -4.8778
O 3.5874 2.5552 -5.0929
O 1.7972 1.1257 -3.9628
C 0.4663 0.6170 -3.9016
O 1.8189 3.4261 -3.6030
C 1.7979 4.8382 -3.8830
H 0.5805 2.2281 -7.9828
H -0.3837 1.3620 -6.7719
H 0.0408 3.0682 -6.5230
H 0.3701 -0.2395 -4.5716
H -0.2697 1.3763 -4.1806
H 0.2637 0.2928 -2.8831
H 1.0217 5.0789 -4.6100
H 2.7689 5.1666 -4.2557
H 1.5765 5.3549 -2.9528
```

Results
- 2S+1: 1
- Charge: 0
- Energy: -160868.8873 eV
- HOMO-LUMO gap: 7.623 eV

Entry 5:
Density functional theory data (the ωB97M-V functional and the def2-TZVPD basis) for 3 unconnected molecules or ions with the total composition C4H12O4 at a distorted geometry.

Structure (XYZ):
```
20
Properties=species:S:1:pos:R:3
C 1.0341 -3.0393 0.9382
C -0.2812 -2.3175 0.6038
O -0.9325 -2.1342 1.9122
C 0.0113 -0.8318 0.0714
C 1.1575 -0.5231 -0.9683
O 2.2471 -0.1019 -0.7324
H 1.3756 -2.7527 2.0294
H 1.8102 -2.7359 0.2257
H 0.8276 -4.1416 0.7226
H -1.0846 -2.7653 0.0480
H -1.7478 -1.5784 1.5993
H -0.9633 -0.4652 -0.4765
H 0.2287 -0.2360 1.0286
H 0.8771 -1.0321 -1.8543
O -4.3391 1.2685 0.2380
H -4.5383 1.5792 1.1013
H -3.3242 1.3757 0.2379
O 2.0467 6.0415 -2.0065
H 1.3154 6.5381 -2.6029
H 1.5159 5.8923 -1.2196
```

Results
- 2S+1: 1
- Energy relative to the best compared isomer or geometry (same formula, charge and spin): 281.6 kJ/mol
- Charge: 0
- Energy: -12530.1739 eV
- HOMO-LUMO gap: 10.193 eV